The following is a quantum chemistry calculation of a structure of composition C20H29B2Br3CaClNO16P2 in a non-equilibrium geometry, from the Open Molecules 2025 dataset.

```
75
Properties=species:S:1:pos:R:3:forces:R:3:lowdin_charge:R:1
C 0.851 2.564 5.643 1.078 -0.144 -0.844 -0.06
C 1.019 2.537 4.096 -0.630 -0.291 -0.099 -0.25
C 1.619 3.602 3.361 -0.037 -0.399 -0.554 -0.04
C 1.769 3.579 1.937 -1.012 -1.741 1.445 0.00
C 1.262 2.428 1.238 -0.193 0.503 -0.203 -0.11
C 1.343 2.361 -0.318 1.099 0.053 -0.682 -0.34
C 1.243 3.775 -0.974 -1.139 -0.541 -0.072 -0.19
C 2.666 1.619 -0.806 -0.867 -0.117 0.706 -0.03
C 0.655 1.380 1.990 1.058 0.510 1.103 -0.21
O 0.090 0.264 1.320 -0.899 1.301 -0.544 -0.01
C -1.143 0.784 0.871 -0.788 -0.162 0.848 -0.18
C -2.257 -0.228 0.542 0.399 0.123 0.110 -0.27
O -2.819 -0.775 1.730 0.381 -0.084 -1.019 -0.11
C -3.132 -2.156 1.598 -1.048 -1.176 -0.140 -0.21
P -1.668 -3.252 1.957 2.330 -0.055 1.420 0.51
O -1.055 -2.857 3.239 -0.793 0.014 -0.283 -0.28
O -2.151 -4.825 2.005 -0.005 1.587 -0.573 -0.14
O -0.520 -3.081 0.805 -2.298 -1.009 0.150 -0.12
C -3.353 0.709 -0.108 -0.389 1.272 0.017 -0.39
O -4.683 0.231 0.016 0.657 1.295 -0.059 -0.13
C -5.533 1.078 0.858 -0.328 -0.571 -0.119 -0.03
B -6.089 2.429 0.180 -1.291 -0.206 0.275 -0.45
O -7.342 2.953 0.393 2.156 -0.192 0.587 0.21
O -5.240 3.238 -0.713 -0.662 0.626 2.978 -0.11
P -2.892 1.038 -1.973 1.231 -6.110 -1.343 0.66
N -2.530 -0.234 -2.786 -0.545 0.859 0.850 -0.19
C 0.514 1.399 3.410 0.697 1.006 -1.324 0.04
H -0.108 2.113 5.970 0.516 0.543 -0.240 0.08
H 1.669 1.925 6.056 -0.612 0.497 -0.092 0.09
H 1.015 3.597 6.012 -0.378 -0.663 -0.022 0.07
H 1.975 4.491 3.909 -0.200 -0.576 -0.264 0.11
H 2.245 4.427 1.425 -0.374 -0.626 0.266 0.11
H 0.507 1.775 -0.776 0.593 0.313 0.643 0.09
H 0.139 4.106 -0.787 3.441 -0.804 -0.814 -0.18
H 1.968 4.519 -0.569 -0.611 -0.546 -0.181 0.07
H 1.433 3.733 -2.079 -0.124 -0.235 0.848 0.09
H 3.340 2.397 -1.221 -0.116 -0.757 0.329 0.08
H 3.088 1.103 0.087 0.155 0.357 -0.818 0.09
H 2.416 0.840 -1.568 0.411 0.971 0.601 0.05
H -1.041 1.464 -0.014 0.202 -0.376 0.486 0.08
H -1.555 1.416 1.708 0.077 -0.401 -0.686 0.16
H -1.899 -1.035 -0.136 -0.197 0.590 0.283 0.15
H -3.889 -2.404 2.383 0.712 0.216 -0.469 0.12
H -3.630 -2.406 0.627 0.432 0.340 0.546 0.12
H -1.937 -5.136 2.905 0.005 0.110 -0.311 0.09
H -0.675 -3.738 0.093 0.536 0.461 -0.087 0.09
H -3.187 1.726 0.434 -0.463 -1.334 0.075 0.10
H -4.990 1.233 1.823 -0.478 0.163 -0.538 0.15
H -6.432 0.463 1.113 0.750 0.364 -0.220 0.15
H -7.169 3.900 0.583 -0.907 -0.199 -0.555 0.14
H -4.506 3.596 -0.114 -4.873 0.318 1.743 0.04
H -1.772 1.997 -1.903 -0.678 -0.078 -0.287 0.02
H -4.043 1.693 -2.599 0.561 0.539 0.427 0.04
H -2.621 -1.063 -2.194 0.359 -0.127 -0.566 0.01
H 0.010 0.548 3.912 0.453 0.659 -0.327 0.14
Ca -3.324 3.258 -1.220 6.934 3.976 -2.616 1.20
B 3.366 -3.559 -1.765 0.584 -0.315 0.156 -0.89
O 3.595 -2.210 -2.331 -0.885 -0.188 0.112 0.22
C 2.409 -1.676 -2.569 1.252 1.064 -0.526 -0.41
O 2.222 -0.582 -3.033 -0.253 -0.212 -0.111 0.11
C 1.337 -2.647 -2.172 -1.359 -1.074 0.421 -0.40
O 0.145 -2.465 -2.265 0.140 0.139 0.138 0.10
O 1.896 -3.745 -1.703 0.073 0.588 -0.215 0.24
O 3.992 -4.597 -2.605 -0.084 0.288 0.688 0.19
C 4.869 -5.250 -1.844 0.280 -1.004 -1.658 -0.42
O 5.552 -6.160 -2.223 -0.099 0.190 0.272 0.13
C 4.857 -4.670 -0.464 0.151 0.580 1.714 -0.39
O 5.529 -5.028 0.463 -0.115 -0.019 -0.324 0.16
O 3.970 -3.676 -0.424 -0.052 -0.254 -0.597 0.23
C 6.004 -3.954 -6.112 -0.003 0.084 0.063 -1.61
Br 4.361 -3.028 -5.686 0.229 -0.101 -0.101 0.62
Br 7.179 -4.079 -4.584 -0.184 -0.003 -0.181 0.61
Br 5.668 -5.686 -6.902 0.020 0.158 0.106 0.56
H 6.517 -3.359 -6.858 -0.074 -0.088 0.071 -0.04
Cl -1.121 5.270 -0.292 -3.912 0.119 0.183 -0.15
```
Positions in Å, forces in eV/Å.

Charge: 0
Kohn-Sham gap: 5.07 eV
Largest force on an atom: 8.41 eV/Å


The following is a quantum chemistry calculation of a cluster of 5 separate species, C20H29BBr2O14 in total, from the Open Molecules 2025 dataset.

```
66
Properties=species:S:1:pos:R:3:forces:R:3:lowdin_charge:R:1
C 0.579 -1.187 -1.739 0.125 -0.167 0.031 0.14
C -0.122 -0.220 -1.627 -0.440 0.183 -0.405 0.00
B -1.173 0.894 -1.822 0.718 -0.331 0.267 -0.71
O -2.368 0.662 -1.242 0.086 0.804 -0.013 0.05
C -3.372 1.688 -1.256 -0.676 -0.528 0.109 -0.11
C -4.402 1.470 -2.371 -0.030 -0.164 0.124 -0.40
C -4.535 0.005 -2.760 -0.104 0.224 0.157 -0.02
O -4.155 2.289 -3.500 0.039 -0.020 -0.007 -0.04
C -0.761 2.197 -2.627 -0.371 -0.188 -0.024 -0.65
Br 0.326 3.233 -1.357 -0.031 -0.023 -0.034 0.79
C -0.065 1.993 -3.968 0.601 0.617 0.435 -0.72
C 1.374 1.513 -3.976 -0.082 -0.551 -0.411 -0.14
Br -1.203 0.767 -4.989 -0.125 0.017 -0.091 0.82
H 1.177 -2.052 -1.863 0.224 -0.176 0.082 0.04
H -3.901 1.610 -0.311 0.055 -0.146 0.241 0.13
H -2.945 2.683 -1.296 0.112 0.130 -0.141 0.12
H -5.369 1.768 -1.975 -0.088 0.419 0.051 0.14
H -4.507 -0.635 -1.886 0.170 -0.161 0.172 0.09
H -5.491 -0.167 -3.239 -0.092 0.046 -0.328 0.08
H -3.724 -0.259 -3.430 0.125 -0.284 -0.068 0.06
H -3.537 1.812 -4.067 0.062 0.065 -0.171 0.02
H -1.604 2.847 -2.817 -0.202 0.068 0.004 0.06
H -0.113 2.932 -4.503 -0.100 0.105 -0.241 0.08
H 1.875 1.908 -4.848 0.009 0.093 -0.166 0.04
H 1.937 1.817 -3.103 -0.098 0.091 0.263 0.06
H 1.400 0.435 -4.063 0.141 -0.225 0.248 0.06
O -1.065 -1.790 4.996 -0.053 -0.133 0.199 0.13
C -0.996 -1.221 3.950 0.157 0.077 -0.138 -0.59
O -1.111 0.114 3.800 0.017 -0.055 0.001 0.07
C -0.736 0.445 2.451 0.107 0.174 -0.163 -0.09
C -0.985 -0.857 1.724 -0.034 0.060 -0.185 -0.10
O -0.787 -1.826 2.766 -0.080 0.043 0.075 0.07
H -1.342 1.268 2.080 -0.107 -0.016 0.153 0.13
H 0.316 0.734 2.438 -0.014 -0.067 0.016 0.11
H -2.009 -0.943 1.355 0.004 -0.008 0.021 0.13
H -0.295 -1.026 0.905 0.067 -0.144 0.086 0.11
O 1.837 3.902 -6.145 -0.091 0.025 0.017 0.17
C 2.889 3.666 -6.643 0.066 0.078 -0.083 -0.56
O 3.710 4.595 -7.184 0.022 -0.063 0.007 0.07
C 4.967 3.973 -7.470 0.145 0.027 -0.032 -0.11
C 4.581 2.514 -7.598 0.110 -0.081 -0.087 -0.11
O 3.432 2.429 -6.749 0.013 0.046 -0.022 0.05
H 5.396 4.387 -8.378 -0.132 0.092 -0.015 0.13
H 5.646 4.154 -6.635 -0.022 -0.022 0.016 0.13
H 4.286 2.247 -8.615 -0.021 0.030 0.003 0.13
H 5.355 1.831 -7.258 -0.098 -0.040 0.125 0.13
O -1.909 -8.198 6.229 0.002 -0.119 0.004 0.16
C -1.929 -7.014 6.291 0.002 0.102 -0.026 -0.58
O -1.529 -6.292 7.368 -0.013 0.031 -0.045 0.05
C -1.482 -4.910 6.989 0.060 0.130 0.044 -0.12
C -2.443 -4.863 5.824 -0.056 0.236 -0.137 -0.11
O -2.351 -6.194 5.299 0.017 -0.002 0.114 0.06
H -1.781 -4.278 7.820 -0.026 -0.129 0.084 0.13
H -0.462 -4.658 6.695 -0.013 -0.012 -0.041 0.13
H -3.472 -4.679 6.138 0.010 -0.045 0.036 0.13
H -2.159 -4.131 5.072 0.043 -0.114 -0.079 0.11
O 2.712 0.501 2.801 -0.032 0.048 -0.123 0.16
C 2.896 0.127 3.913 -0.007 -0.012 0.140 -0.57
O 2.289 -0.946 4.470 0.005 0.038 -0.047 0.06
C 2.910 -1.211 5.731 -0.013 -0.129 0.156 -0.11
C 3.499 0.137 6.087 0.019 0.017 0.164 -0.11
O 3.730 0.719 4.799 -0.028 -0.063 -0.011 0.06
H 2.172 -1.563 6.448 -0.128 0.024 -0.128 0.13
H 3.673 -1.979 5.591 0.017 0.030 -0.021 0.13
H 2.796 0.768 6.634 -0.024 -0.014 -0.028 0.13
H 4.429 0.068 6.645 0.078 0.064 -0.136 0.13
```
Positions in Å, forces in eV/Å.

SMILES: C#CB(OC[C@H](C)O)[C@@H](Br)[C@@H](C)Br.O=C1OCCO1.O=C1OCCO1.O=C1OCCO1.O=C1OCCO1
Relative energy (zero: lowest compared OMol25 entry of this formula, charge and spin): 0.0 kcal/mol
Charge: 0
Kohn-Sham gap: 10.50 eV
Largest force on an atom: 0.96 eV/Å


The following is a quantum chemistry calculation of a cluster of 2 separate species, C20H29BBrN2O7 in total in a non-equilibrium geometry, from the Open Molecules 2025 dataset.

```
60
Properties=species:S:1:pos:R:3:forces:R:3:lowdin_charge:R:1
C 3.433 -1.340 4.924 -2.473 -0.193 -9.950 0.05
C 3.042 -1.244 3.555 2.433 -1.598 9.173 -0.10
C 2.557 -1.348 1.990 1.092 0.102 1.150 -0.22
C 3.251 -0.118 1.146 -1.485 -0.479 -0.019 -0.16
C 2.783 -0.309 -0.431 3.155 0.026 0.523 -0.18
O 1.488 0.329 -0.713 -3.012 -3.316 0.513 -0.09
C 0.410 -0.653 -0.917 1.381 -4.159 -4.724 -0.22
O 0.524 -1.603 -1.876 -0.963 6.237 6.686 -0.01
C -0.990 -0.601 -0.039 -3.543 1.735 2.339 0.01
C -1.706 0.872 0.284 -1.158 -3.480 0.801 0.12
C -3.147 1.002 1.124 3.125 -2.691 -1.761 -0.02
C -3.697 2.525 1.345 2.112 0.348 -0.037 -0.12
C -2.374 3.415 1.854 2.351 -1.157 4.281 -0.15
C -1.613 3.062 3.119 -2.173 1.194 -3.325 0.00
N -3.791 -0.284 1.589 3.626 -0.990 -1.819 0.13
B -5.128 -0.256 2.319 -4.140 -0.201 0.803 -0.45
N -5.249 0.282 3.760 1.778 0.489 -2.559 0.13
O -6.362 -0.730 1.609 4.567 -0.221 1.498 0.08
C -3.188 -1.689 1.380 2.637 -0.301 -1.710 -0.07
O -3.850 -2.931 1.902 2.217 4.538 -0.965 -0.15
C -3.318 -3.243 3.265 -0.411 0.156 1.997 -0.21
C -2.597 -4.713 3.369 0.177 0.592 1.105 -0.10
C -1.778 -1.915 0.571 -1.145 3.446 0.102 -0.37
Br -0.987 -3.747 0.256 -1.347 2.688 0.604 0.74
H 3.893 -1.679 5.961 -1.245 1.158 -2.813 0.06
H 2.937 -2.385 1.552 -0.708 2.191 1.141 0.13
H 1.388 -1.359 1.923 2.177 0.238 0.260 0.10
H 4.419 -0.191 1.267 -2.434 0.223 -0.401 0.14
H 2.828 0.905 1.577 1.126 -2.142 -1.028 0.14
H 3.600 0.243 -1.080 -1.969 -1.055 1.102 0.14
H 2.846 -1.448 -0.696 -0.580 2.229 0.285 0.15
H -1.156 1.826 -0.146 -1.456 -2.109 1.177 0.13
H -4.499 2.667 2.181 1.372 -0.565 -1.932 0.12
H -3.995 2.988 0.301 0.242 -1.247 2.200 0.15
H -1.997 4.371 1.292 -1.464 -1.815 1.205 0.11
H -1.028 3.907 3.726 -0.995 -2.144 -1.912 0.09
H -1.601 1.975 3.565 -0.500 2.411 -0.762 0.07
H -5.358 1.339 3.703 -0.166 -1.715 0.478 0.09
H -4.326 0.116 4.249 -1.273 0.500 -0.648 0.08
H -6.095 -1.554 1.096 -0.633 1.526 0.434 0.12
H -4.273 -3.181 3.979 2.081 -0.270 -1.606 0.15
H -2.614 -2.340 3.589 -1.255 -2.187 -0.631 0.14
H -2.917 -5.176 4.421 0.635 0.996 -2.394 0.10
H -2.896 -5.464 2.521 0.592 1.722 1.589 0.10
H -1.438 -4.520 3.438 -2.339 -0.689 -0.449 0.08
C 3.243 -0.109 -4.014 0.153 -0.145 -0.248 -0.07
C 2.601 1.264 -4.103 -0.229 -0.513 0.172 -0.22
O 3.516 2.216 -4.660 0.017 0.283 -0.881 0.02
C 3.645 2.186 -6.010 -0.057 -0.393 -0.413 -0.55
O 3.052 1.439 -6.772 0.768 1.089 1.124 0.11
O 4.565 3.117 -6.366 -0.874 -0.690 0.548 -0.01
C 4.855 3.137 -7.762 0.171 0.090 -0.636 -0.05
H 4.195 -0.055 -3.476 -0.134 0.053 0.037 0.08
H 2.583 -0.813 -3.500 0.016 0.086 -0.036 0.06
H 3.463 -0.508 -5.009 -0.145 0.091 0.131 0.08
H 2.352 1.615 -3.096 0.215 0.234 -0.206 0.11
H 1.666 1.238 -4.675 0.287 0.021 -0.086 0.13
H 3.941 3.227 -8.358 0.162 -0.177 0.174 0.10
H 5.410 2.235 -8.039 -0.228 0.089 -0.024 0.10
H 5.485 4.007 -7.965 -0.130 -0.138 0.346 0.10
```
Positions in Å, forces in eV/Å.

Charge: +1
Kohn-Sham gap: 6.02 eV
Largest force on an atom: 10.25 eV/Å


- The lowest largest force on an atom belongs to which entry?
  C20H29BBr2O14